(1)
# C3H4O2S2

One molecule with the formula C3H4O2S2 at a distorted geometry (the ωB97M-V functional and the def2-TZVPD basis, the OMol25 dataset).

Structure (XYZ):
```
11
Properties=species:S:1:pos:R:3:forces:R:3:lowdin_charge:R:1
C 0.850 -2.952 -1.522 -0.6 3.6 0.8 -0.205
C 0.485 -1.156 -1.078 0.7 -3.0 -2.5 -0.840
C -0.232 0.997 0.429 0.0 -0.2 0.0 -0.368
O 1.189 -3.239 -2.609 0.0 -0.3 0.2 0.052
O 0.186 1.043 -2.463 0.0 0.4 -0.4 -0.598
S 0.467 -0.399 -2.552 -0.1 -0.5 1.8 0.907
S 0.228 -0.766 0.560 0.0 0.3 -0.2 0.839
H 0.701 -3.581 -0.645 0.0 -0.3 0.1 0.102
H 0.541 1.536 -0.106 -0.1 0.0 0.1 0.033
H -0.329 1.372 1.443 0.0 -0.1 0.1 0.035
H -1.178 1.079 -0.097 0.0 0.1 0.0 0.043
```
Positions in Å, forces in eV/Å.

The value obtained for the relative energy (zero: lowest compared OMol25 entry of this formula, charge and spin) is 246.0 kJ/mol. The spin multiplicity is 1. Its HOMO-LUMO gap is 8.0 eV. The value obtained for the energy is -1063.4704 Eh.

***

(2)
# C32H48AsInN5O6

C32H48AsInN5O6 as an isolated structure at a distorted geometry (the ωB97M-V functional and the def2-TZVPD basis, the OMol25 dataset).

Structure (XYZ):
```
93
Properties=species:S:1:pos:R:3:forces:R:3:lowdin_charge:R:1
In -0.773 0.334 0.768 1.0 -0.7 0.5 1.173
C -1.811 -4.706 -1.972 0.2 0.0 -0.3 0.000
N -1.902 -3.867 -0.780 0.0 0.2 0.3 -0.106
C -2.893 -4.252 0.225 -0.2 0.1 0.1 0.017
C -1.187 -2.765 -0.613 0.0 -0.3 -0.4 -0.379
O -1.305 -2.026 0.383 0.0 0.9 0.1 -0.060
C -0.187 -2.423 -1.710 -0.2 0.0 0.0 -0.089
O 0.450 -1.185 -1.455 0.0 -0.1 0.2 -0.220
C 1.854 -1.210 -1.327 0.0 0.1 0.0 -0.086
C 2.307 -0.717 0.042 0.4 -0.1 -0.4 -0.361
O 1.484 -0.326 0.899 -1.2 0.4 0.2 -0.064
N 3.610 -0.694 0.266 -0.3 0.1 0.2 -0.105
C 4.125 -0.209 1.547 -0.1 0.0 0.1 0.014
C 4.617 -1.175 -0.675 0.1 -0.2 -0.2 0.003
H -2.440 -5.579 -1.831 0.0 0.0 0.0 0.107
H -2.166 -4.175 -2.858 0.0 0.0 0.0 0.105
H -0.793 -5.050 -2.152 0.0 0.0 0.1 0.105
H -2.794 -5.310 0.456 0.1 0.0 0.0 0.110
H -2.736 -3.668 1.125 0.0 0.0 0.0 0.080
H -3.899 -4.060 -0.152 0.0 0.0 0.0 0.113
H 0.536 -3.237 -1.805 0.0 0.0 0.0 0.147
H -0.728 -2.345 -2.657 0.1 -0.1 0.0 0.120
H 2.251 -2.213 -1.502 0.1 0.0 0.0 0.148
H 2.278 -0.535 -2.077 0.0 -0.1 0.0 0.140
H 3.314 -0.151 2.266 0.0 0.0 0.0 0.071
H 4.889 -0.894 1.908 0.0 0.0 0.0 0.111
H 4.566 0.781 1.421 0.0 0.0 0.0 0.113
H 4.348 -0.971 -1.709 0.0 0.1 0.0 0.094
H 5.554 -0.664 -0.467 0.0 0.0 0.0 0.110
H 4.781 -2.248 -0.558 0.0 0.0 0.0 0.117
O -1.499 1.677 2.935 -0.2 0.2 -0.2 -0.144
C -0.702 1.670 4.134 0.4 0.3 0.4 -0.201
C 0.488 2.619 4.053 -0.2 -0.3 -0.1 -0.123
C 1.328 2.313 2.794 -0.2 0.2 0.2 -0.119
C 0.913 3.212 1.668 0.2 0.2 0.2 -0.262
C 1.306 4.552 1.633 0.0 -0.2 0.0 0.024
C 0.813 5.387 0.648 0.0 0.0 0.0 0.001
C -0.077 4.877 -0.293 0.0 -0.1 0.1 -0.022
C -0.416 3.543 -0.198 -0.1 0.3 -0.1 -0.174
N 0.081 2.745 0.742 -0.5 -1.3 -0.2 0.039
H -1.972 2.517 2.893 0.0 0.1 0.0 0.121
H -0.332 0.650 4.241 -0.1 0.3 0.1 0.081
H -1.325 1.913 4.997 -0.1 -0.1 -0.1 0.143
H 1.091 2.481 4.951 0.0 0.0 0.0 0.128
H 0.150 3.658 4.037 0.0 0.0 0.1 0.126
H 1.156 1.272 2.511 0.3 0.0 0.0 0.069
H 2.387 2.456 3.003 0.0 -0.1 0.0 0.133
H 1.981 4.926 2.392 0.0 0.0 0.0 0.139
H 1.098 6.430 0.624 0.0 0.0 0.0 0.133
H -0.511 5.508 -1.056 0.0 0.0 0.0 0.125
H -1.141 3.091 -0.865 0.0 0.1 0.0 0.036
C 0.586 2.407 -3.355 0.1 -0.1 0.3 -0.247
As -0.981 1.360 -2.831 -0.1 0.1 -0.4 1.250
C -2.379 2.616 -3.391 -0.1 -0.1 0.3 -0.252
C -0.986 -0.099 -4.241 -0.1 0.0 0.7 -0.288
C -1.124 0.506 -5.571 -0.1 0.2 -0.7 -0.332
C -2.399 0.628 -6.155 0.4 -0.2 0.3 -0.051
C -2.529 1.039 -7.463 0.1 0.2 -0.2 -0.042
C -1.396 1.384 -8.202 0.0 0.0 0.2 -0.024
C -0.129 1.302 -7.622 -0.2 0.2 -0.2 -0.044
C 0.007 0.883 -6.316 -0.3 -0.3 0.3 -0.048
H 0.421 2.801 -4.356 -0.1 -0.1 0.0 0.046
H 1.488 1.797 -3.346 0.0 0.0 0.0 0.033
H 0.721 3.241 -2.671 0.0 0.0 0.0 0.018
H -2.398 2.668 -4.478 0.1 0.0 0.0 0.036
H -2.156 3.608 -3.002 0.1 0.0 0.1 0.035
H -3.361 2.315 -3.032 0.0 -0.1 0.0 0.043
H -1.820 -0.757 -4.005 0.0 0.0 0.1 0.079
H -0.039 -0.618 -4.102 0.0 0.0 0.1 0.074
H -3.275 0.355 -5.579 0.0 -0.1 0.0 0.122
H -3.510 1.088 -7.914 0.0 0.0 0.0 0.121
H -1.500 1.721 -9.224 0.0 -0.1 0.0 0.122
H 0.748 1.559 -8.199 0.0 0.0 0.0 0.120
H 0.993 0.799 -5.876 0.0 0.0 0.0 0.114
O 2.113 -0.407 4.962 0.0 0.2 -0.2 -0.055
C 1.460 -1.045 6.051 0.0 -0.3 0.0 -0.219
N 1.386 -2.477 5.906 0.2 0.2 0.1 0.115
C 0.480 -3.181 5.176 -0.1 -0.1 -0.1 -0.443
O 0.506 -4.384 5.056 0.0 0.1 0.0 0.125
C -0.622 -2.400 4.493 0.1 0.0 0.0 -0.086
C -1.949 -2.637 4.834 0.0 0.1 0.0 0.056
C -2.956 -1.979 4.142 0.1 0.0 -0.1 0.010
C -2.605 -1.129 3.108 -0.2 -0.1 0.2 -0.108
N -1.331 -0.924 2.785 0.5 0.5 -1.4 -0.034
C -0.350 -1.534 3.444 -0.1 -0.4 0.2 -0.079
H 3.060 -0.570 5.026 0.0 0.0 0.1 0.099
H 0.455 -0.628 6.087 0.0 0.0 0.0 0.125
H 1.970 -0.826 6.989 0.0 0.0 0.0 0.143
H 2.104 -3.039 6.343 0.0 -0.1 0.0 0.163
H -2.186 -3.329 5.632 0.0 0.0 0.0 0.146
H -3.997 -2.137 4.388 0.0 0.0 0.0 0.129
H -3.350 -0.608 2.521 0.0 0.0 0.1 0.128
H 0.665 -1.323 3.133 0.0 0.0 0.0 0.118
```
Positions in Å, forces in eV/Å.

The value obtained for the relative energy (zero: lowest compared OMol25 entry of this formula, charge and spin) is 350.8 kJ/mol. The spin multiplicity is 1. Its HOMO-LUMO gap (spin up / spin down) is 5.5 / 4.3 eV. The total charge is +3. The value obtained for the energy is -4398.4131 Eh.

***

(3)
# C48H45As2N4O5S3V

C48H45As2N4O5S3V as an isolated structure at a distorted geometry (the ωB97M-V functional and the def2-TZVPD basis, the OMol25 dataset).

Structure (XYZ):
```
108
Properties=species:S:1:pos:R:3:forces:R:3:mulliken_spin:R:1
V 0.222 -0.043 -1.394 -2.6 -0.2 1.7 2.664
C 2.525 -0.367 1.762 -0.1 0.0 -0.1 0.008
C 1.535 0.478 2.563 0.2 0.0 -0.1 -0.027
As -0.359 0.613 1.893 0.2 0.1 1.0 0.079
C -0.705 2.069 3.204 -0.1 0.1 -0.2 0.005
C -0.459 1.985 4.573 0.1 -0.1 0.0 0.004
C -0.628 3.084 5.401 0.0 0.0 0.0 0.001
C -1.069 4.289 4.871 0.0 0.0 0.0 0.000
C -1.336 4.386 3.514 0.0 0.1 0.1 0.001
C -1.144 3.287 2.689 0.0 -0.2 -0.2 -0.004
C -0.988 -0.895 3.006 -0.1 0.0 0.0 0.011
C -1.947 -0.784 4.012 0.0 0.1 -0.1 -0.002
C -2.372 -1.898 4.725 0.0 -0.1 0.0 -0.001
C -1.837 -3.147 4.450 -0.1 0.0 0.0 0.000
C -0.905 -3.277 3.428 0.0 -0.1 0.1 0.001
C -0.496 -2.167 2.706 0.0 0.0 -0.1 0.017
As 2.416 -0.225 -0.215 1.7 -0.2 1.2 0.066
C 3.978 -1.332 -0.662 -0.1 -0.1 -0.2 0.024
C 3.942 -2.175 -1.768 -0.1 0.0 0.0 0.015
C 5.038 -2.953 -2.112 0.0 0.0 0.0 0.001
C 6.195 -2.899 -1.350 0.0 0.0 0.0 0.000
C 6.257 -2.041 -0.261 0.0 -0.1 0.0 0.001
C 5.161 -1.257 0.069 -0.1 0.2 0.1 -0.006
C 3.321 1.489 -0.508 0.0 0.2 -0.4 -0.015
C 4.327 1.771 -1.357 0.0 -0.4 0.5 0.006
C 4.574 3.143 -1.781 0.1 0.4 0.0 0.005
C 3.785 4.180 -1.466 -0.1 0.0 0.0 -0.004
C 2.573 4.014 -0.591 0.1 -0.1 0.1 0.004
C 2.371 2.562 -0.188 -0.2 0.3 -0.1 0.009
H 2.368 -1.430 1.949 0.0 0.0 0.0 -0.002
H 3.539 -0.111 2.079 0.0 -0.1 -0.1 0.002
H 1.892 1.509 2.614 -0.1 0.0 0.0 -0.002
H 1.502 0.104 3.589 0.0 0.1 0.0 0.000
H -0.126 1.046 5.002 0.0 0.0 0.0 0.000
H -0.418 3.000 6.461 0.0 0.0 0.0 0.000
H -1.189 5.152 5.515 -0.1 0.0 0.0 0.000
H -1.691 5.320 3.097 0.0 0.0 0.0 0.000
H -1.327 3.368 1.623 0.0 0.0 0.0 0.007
H -2.362 0.187 4.253 0.0 0.0 0.0 0.000
H -3.120 -1.790 5.502 0.0 0.0 0.0 0.000
H -2.146 -4.011 5.026 0.0 0.0 0.0 0.000
H -0.491 -4.253 3.201 0.0 0.0 -0.1 0.000
H 0.196 -2.291 1.881 0.0 0.0 0.0 0.014
H 3.035 -2.229 -2.359 0.0 0.0 0.0 0.008
H 4.989 -3.608 -2.973 0.0 0.0 0.0 0.000
H 7.048 -3.514 -1.607 0.0 0.0 0.0 0.000
H 7.159 -1.987 0.336 0.0 0.0 0.0 0.000
H 5.231 -0.563 0.898 0.0 -0.1 0.0 0.000
H 4.985 0.991 -1.726 -0.1 0.0 -0.1 -0.001
H 5.447 3.317 -2.404 0.0 0.0 0.0 0.001
H 4.020 5.184 -1.805 0.1 0.0 -0.1 0.000
H 2.592 4.754 0.217 0.0 0.0 0.0 0.000
H 1.907 2.475 0.792 -0.1 0.0 -0.1 -0.003
S -1.792 0.892 -2.676 -0.1 -0.2 -0.8 -0.046
C -2.664 1.778 -1.532 -0.6 0.6 0.2 0.010
N -3.033 1.422 -0.332 0.4 -0.3 0.2 -0.007
C -3.787 2.368 0.318 -0.1 0.2 -0.2 0.000
C -4.282 2.267 1.620 0.0 -0.1 -0.1 0.004
C -5.064 3.285 2.136 0.0 -0.1 0.1 0.000
C -5.347 4.419 1.379 0.0 0.1 0.0 0.001
C -4.838 4.553 0.095 -0.1 0.0 0.0 -0.001
C -4.069 3.527 -0.432 0.1 0.0 -0.1 0.000
S -3.308 3.394 -1.984 0.2 -0.2 0.1 0.001
H -4.035 1.395 2.210 0.0 -0.1 0.1 0.000
H -5.458 3.198 3.141 0.0 0.0 0.0 0.000
H -5.959 5.206 1.800 0.0 0.0 0.0 0.000
H -5.043 5.442 -0.488 0.0 0.0 0.0 0.000
O 1.279 4.066 -1.241 0.0 0.1 -0.1 -0.003
C 1.153 2.587 -1.236 0.4 -0.2 0.6 0.102
O 0.076 1.996 -0.792 0.1 0.4 -0.1 -0.013
C 1.555 2.065 -2.611 -0.2 0.2 -0.1 0.022
C 2.050 2.850 -3.636 0.0 0.0 -0.2 -0.043
C 2.482 2.247 -4.806 -0.1 -0.1 0.2 0.051
C 2.387 0.866 -4.906 0.1 0.1 -0.1 -0.017
C 1.801 0.162 -3.877 -0.1 -0.1 0.1 0.153
N 1.359 0.743 -2.751 1.4 1.1 -2.2 -0.107
H 2.086 3.919 -3.502 0.0 0.0 0.1 -0.002
H 2.892 2.838 -5.614 0.0 0.0 0.0 0.004
H 2.741 0.341 -5.783 0.0 0.0 0.0 -0.001
H 1.651 -0.904 -3.953 0.0 0.0 0.0 0.017
O -1.351 -1.185 -0.119 0.5 0.5 0.2 0.004
S -2.724 -1.276 -0.705 -1.1 -1.4 0.2 -0.024
C -3.926 -1.488 0.679 0.3 0.2 -0.2 0.006
C -4.827 -2.631 0.260 0.1 -0.1 0.0 0.000
C -3.870 -3.752 -0.129 -0.1 0.0 -0.1 0.000
C -2.858 -3.116 -1.072 0.0 0.4 -0.1 -0.003
H -4.458 -0.552 0.805 0.1 0.2 0.0 0.001
H -3.336 -1.719 1.569 0.0 0.0 0.0 -0.002
H -5.422 -2.327 -0.607 -0.1 0.0 0.0 0.000
H -5.515 -2.926 1.056 0.0 0.1 0.0 0.000
H -4.387 -4.593 -0.597 0.0 0.0 0.0 0.000
H -3.368 -4.116 0.770 0.0 0.0 0.0 0.000
H -3.166 -3.186 -2.117 0.0 -0.1 0.0 0.000
H -1.854 -3.518 -0.952 0.0 0.1 -0.1 -0.002
C -1.005 -4.222 -4.571 -0.1 0.1 0.0 0.001
N -0.317 -3.842 -3.354 0.0 0.1 0.0 -0.002
C 0.177 -4.778 -2.502 0.1 0.1 0.2 0.003
C 0.789 -4.417 -1.363 -0.1 -0.3 -0.1 -0.008
C 0.903 -3.009 -1.029 -0.1 0.0 0.2 0.076
O 1.446 -2.673 0.034 -0.1 -0.1 0.0 -0.012
N 0.411 -2.086 -1.911 0.2 -0.8 -0.5 -0.157
C -0.215 -2.464 -3.056 0.1 -0.2 -0.4 0.095
O -0.671 -1.673 -3.875 0.0 -0.1 0.1 0.016
H -0.617 -5.175 -4.931 0.0 0.0 0.0 0.000
H -0.843 -3.444 -5.312 0.0 -0.1 0.0 0.000
H -2.082 -4.308 -4.406 0.0 0.0 0.0 0.000
H 0.043 -5.809 -2.805 0.0 0.0 0.0 0.000
H 1.193 -5.144 -0.677 0.0 0.0 0.0 0.000
```
Positions in Å, forces in eV/Å.

The value obtained for the relative energy (zero: lowest compared OMol25 entry of this formula, charge and spin) is 0.0 kJ/mol. The spin multiplicity is 4. Its HOMO-LUMO gap (spin up / spin down) is 6.1 / 6.4 eV. The total charge is -1. The value obtained for the energy is -9061.5662 Eh.

***

(4)
# C38H56BN8ReS4Si2

C38H56BN8ReS4Si2 as an isolated structure at a distorted geometry (the ωB97M-V functional and the def2-TZVPD basis, the OMol25 dataset).

Structure (XYZ):
```
110
Properties=species:S:1:pos:R:3:forces:R:3:mulliken_spin:R:1
Re -0.649 0.282 -0.257 1.4 -1.4 1.0 1.096
C 0.779 2.676 4.980 0.0 0.0 -0.1 -0.003
C 1.759 3.155 3.911 -0.4 0.6 0.3 0.004
C 2.968 3.770 4.625 -0.1 -0.1 -0.2 0.000
C 1.113 4.189 2.990 0.1 -0.2 0.1 -0.002
N 2.197 2.014 3.090 0.1 -0.8 -0.4 -0.001
C 3.500 1.818 2.708 0.6 -0.2 -0.3 -0.007
C 3.568 0.655 2.029 0.2 0.2 0.1 0.007
N 2.308 0.116 1.973 0.1 0.6 0.6 0.014
B 2.118 -1.332 1.503 -0.2 0.2 -0.1 0.019
N 0.919 -2.033 2.180 -0.5 -0.5 0.0 -0.013
C 1.123 -2.541 3.434 -0.1 -0.2 0.4 0.003
C -0.013 -3.142 3.852 0.4 0.1 0.3 -0.004
N -0.944 -3.006 2.858 0.9 0.4 -0.3 -0.006
C -0.359 -2.309 1.854 0.1 -0.2 0.2 -0.018
S -1.121 -1.982 0.359 -0.5 1.2 -0.8 0.028
C -2.353 -3.438 2.941 -0.8 -0.1 0.0 -0.002
C -2.704 -4.329 1.745 0.0 0.1 0.0 0.002
C -3.205 -2.171 2.989 0.1 0.0 0.0 -0.015
C -2.576 -4.244 4.220 0.2 0.1 -0.1 0.001
N 2.205 -1.414 -0.058 0.2 0.1 -0.4 -0.006
C 2.875 -2.494 -0.570 0.4 -0.1 -0.3 0.000
C 3.455 -2.137 -1.734 0.0 -0.5 0.4 0.000
N 3.148 -0.821 -1.969 -0.4 -0.3 0.8 0.006
C 2.333 -0.420 -0.963 0.0 0.3 -0.3 -0.008
S 1.542 1.107 -0.872 -0.9 0.7 0.3 -0.014
C 3.750 -0.006 -3.040 0.2 0.5 -0.7 0.003
C 4.990 -0.731 -3.569 -0.1 0.0 0.1 -0.001
C 4.185 1.354 -2.491 0.0 -0.1 0.0 0.002
C 2.738 0.178 -4.168 0.1 0.0 0.1 0.000
C 1.472 0.978 2.593 0.3 -0.2 -0.2 0.000
S -0.201 0.745 2.620 -1.4 -0.1 -1.5 -0.002
H 0.545 3.503 5.644 0.0 0.1 0.1 0.000
H 1.223 1.877 5.569 0.0 -0.1 0.1 0.000
H -0.146 2.318 4.540 0.0 0.0 0.1 0.001
H 2.610 4.520 5.324 -0.1 0.0 0.0 0.000
H 3.646 4.265 3.935 0.1 0.0 0.0 0.000
H 3.512 3.015 5.190 0.1 0.0 0.1 0.000
H 0.750 5.024 3.582 -0.1 0.1 0.1 0.000
H 0.278 3.751 2.453 -0.1 0.0 -0.1 0.003
H 1.833 4.564 2.266 0.1 0.0 -0.1 0.000
H 4.281 2.512 2.933 0.1 0.1 0.1 0.000
H 4.406 0.155 1.591 0.2 -0.1 -0.1 0.000
H 3.080 -1.930 1.882 0.1 -0.1 0.1 0.000
H 2.060 -2.422 3.940 0.2 -0.1 0.1 0.001
H -0.204 -3.664 4.764 -0.1 -0.1 0.2 -0.001
H -2.840 -3.752 0.837 0.0 -0.1 0.0 -0.002
H -3.629 -4.860 1.949 -0.1 0.0 0.1 0.000
H -1.923 -5.068 1.578 0.1 -0.1 0.0 0.000
H -2.984 -1.531 2.142 -0.1 0.0 0.0 0.012
H -3.006 -1.611 3.900 0.0 0.0 0.1 0.000
H -4.259 -2.426 2.962 -0.2 -0.1 0.0 0.000
H -1.972 -5.148 4.228 0.1 -0.1 0.1 0.000
H -3.619 -4.545 4.263 -0.1 0.0 -0.1 0.000
H -2.371 -3.655 5.111 0.0 0.0 0.1 0.000
H 2.903 -3.423 -0.042 0.1 -0.3 0.1 0.000
H 4.041 -2.737 -2.394 0.2 0.0 -0.2 0.000
H 5.668 -0.993 -2.758 0.1 0.0 0.0 0.000
H 5.521 -0.070 -4.250 0.0 0.0 0.0 0.000
H 4.727 -1.629 -4.124 0.0 -0.1 0.0 0.000
H 4.811 1.237 -1.608 0.1 0.0 0.1 -0.001
H 3.331 1.972 -2.240 0.1 0.1 0.0 0.003
H 4.759 1.871 -3.254 0.1 0.0 -0.1 0.000
H 2.422 -0.787 -4.562 0.0 -0.1 0.0 0.000
H 3.198 0.744 -4.974 0.0 0.1 -0.1 0.000
H 1.867 0.724 -3.816 -0.1 0.1 0.0 0.000
C -2.137 3.263 1.430 0.4 -0.4 -0.4 0.011
Si -1.239 2.759 -0.208 -0.9 0.5 0.2 -0.059
C 0.071 4.146 -0.536 -0.3 -0.7 0.1 0.007
C -2.698 3.049 -1.424 0.6 -0.3 0.3 -0.020
C -3.121 4.329 -1.756 0.0 0.1 -0.1 -0.001
C -4.327 4.536 -2.401 0.1 0.1 0.0 0.000
C -5.107 3.448 -2.755 -0.2 0.0 -0.1 0.001
C -4.686 2.166 -2.451 -0.1 0.1 -0.1 -0.002
C -3.496 1.953 -1.766 0.4 -0.6 0.3 -0.022
Si -3.059 0.218 -1.083 -0.6 0.5 -0.4 -0.067
C -4.346 -0.072 0.328 0.8 0.0 -0.4 0.027
C -3.503 -1.050 -2.467 0.3 0.4 0.6 -0.006
H -2.099 4.342 1.536 0.0 0.3 0.0 0.002
H -1.729 2.813 2.325 0.1 0.0 0.1 0.003
H -3.182 2.980 1.371 -0.3 -0.1 -0.1 -0.003
H -0.166 5.027 0.055 -0.1 0.1 0.1 -0.001
H 0.078 4.445 -1.579 0.0 0.0 -0.3 0.002
H 1.080 3.838 -0.281 0.2 0.0 0.1 0.001
H -2.513 5.176 -1.481 0.1 0.2 0.0 0.000
H -4.664 5.539 -2.613 0.0 0.1 -0.1 0.000
H -6.051 3.608 -3.251 -0.1 0.0 -0.1 0.000
H -5.307 1.327 -2.725 -0.2 -0.2 -0.1 0.000
H -5.300 0.344 0.019 -0.1 0.2 -0.2 0.001
H -4.065 0.411 1.260 0.1 0.1 0.2 -0.006
H -4.496 -1.129 0.520 0.1 -0.2 0.0 0.003
H -4.524 -1.386 -2.320 -0.2 0.0 0.1 -0.003
H -2.864 -1.926 -2.455 0.1 -0.2 0.0 0.003
H -3.448 -0.601 -3.454 0.1 0.1 -0.1 0.001
N -0.761 0.922 -3.787 -0.1 0.2 0.3 0.003
C -0.483 -0.394 -3.787 0.0 -0.1 -0.7 -0.021
N -0.149 -1.078 -2.740 -0.5 1.1 1.1 0.007
C 0.157 -2.381 -3.071 0.1 -0.8 -0.5 0.016
C 0.487 -3.419 -2.206 -0.1 0.1 0.2 0.006
C 0.776 -4.671 -2.711 0.0 0.0 -0.1 -0.002
C 0.760 -4.912 -4.078 0.0 -0.1 0.0 0.000
C 0.394 -3.912 -4.960 0.0 0.0 -0.1 -0.001
C 0.083 -2.668 -4.450 0.0 0.2 0.3 0.002
S -0.441 -1.253 -5.327 0.0 0.1 0.5 -0.001
H -0.869 1.361 -2.878 -0.1 0.1 -0.2 0.019
H -1.334 1.287 -4.528 0.0 0.1 0.0 0.000
H 0.487 -3.262 -1.141 0.0 0.1 -0.1 -0.003
H 0.998 -5.479 -2.028 0.1 0.0 0.0 0.000
H 1.016 -5.892 -4.448 0.0 -0.1 -0.1 0.000
H 0.343 -4.095 -6.020 0.0 -0.1 -0.2 0.000
```
Positions in Å, forces in eV/Å.

The spin multiplicity is 2. Its HOMO-LUMO gap (spin up / spin down) is 6.7 / 6.8 eV. The total charge is +1. The value obtained for the energy is -4194.5401 Eh.

***

The highest energy belongs to which entry? C3H4O2S2

***

Which formula does entry 1 have? C3H4O2S2